(P)
Below is a cluster of 2 separate species, C5H14N2O2 in total, with properties calculated with the ωB97M-V functional and the def2-TZVPD basis.

Summary:
HOMO in Ha: -0.348
SMILES: C=NCC[C@H](N)CO.O
Spin multiplicity: 1
Kohn-Sham gap in eV: 10.1

Cartesian coordinates (Å):
O -0.3503 -1.3141 1.9491
O -0.3358 1.2040 2.1077
N -0.2137 -2.0073 -0.6637
N 0.0971 2.4937 -1.2538
C 0.4997 -1.1231 -1.5328
C -1.4377 -2.4022 -0.7574
C 1.1188 0.2290 -0.9702
C 0.4234 1.6216 1.0647
C 0.1197 1.2576 -0.3540
H -0.9636 -0.9926 1.3053
H 0.9682 2.7894 -0.9982
H -0.8614 0.7188 -0.3160
H 0.5675 2.7258 1.1405
H 0.0006 2.3308 -2.2234
H -0.1326 -0.6890 -2.4021
H -2.2433 -2.4312 -1.4676
H -0.2672 0.2567 2.3401
H 1.6550 0.5725 -1.8030
H -1.7245 -3.0447 0.0863
H 0.4655 -1.4966 1.3895
H 1.3689 1.0922 1.4150
H 1.8256 -0.1636 -0.1856
H 1.3023 -1.6902 -2.0147

Mulliken atomic charge list, values in e, 6 entries: -0.7505 -0.6801 -0.3823 -0.8090 -0.6654 -0.3149

***

(Q)
Below is a cluster of 2 separate species, C5H14N2O2 in total, with properties calculated with the ωB97M-V functional and the def2-TZVPD basis.

Summary:
HOMO in Ha: -0.357
SMILES: CC(N)(O)O.C/C=N/C
Spin multiplicity: 1
Kohn-Sham gap in eV: 10.7

Cartesian coordinates (Å):
O -0.8224 -0.8691 -0.9530
O -1.9319 1.1120 -0.5915
N -1.2133 -0.1515 1.2153
N 1.5420 0.5172 -0.4124
C -1.7227 -0.2252 -0.1262
C 2.3759 -1.3028 0.8941
C -3.0340 -1.0138 -0.1438
C 2.4385 0.0748 0.3465
C 1.5811 1.8457 -0.9377
H 2.4095 -1.2679 1.9827
H 3.2404 -1.8711 0.5550
H 0.0645 -0.4568 -0.8318
H -3.8097 -0.4546 0.3706
H 2.4231 2.4399 -0.5617
H 1.4638 -1.7968 0.5742
H 3.3051 0.6818 0.6459
H 0.6392 2.3364 -0.6872
H -2.1245 1.0726 -1.5360
H -1.8945 0.2926 1.8187
H -3.3317 -1.1931 -1.1734
H -0.3698 0.4127 1.2231
H -2.8702 -1.9638 0.3526
H 1.6417 1.7808 -2.0239

Mulliken atomic charge list, values in e, 6 entries: -0.5692 -0.5415 -0.6670 -0.2993 1.0244 -1.0654

***

In terms of stability, (Q) leads; the second structure lies 3.137 eV higher.

***

(P)
Below is a structure of composition C28H22I2N2O2Y, with properties calculated with the ωB97M-V functional and the def2-TZVPD basis.

Summary:
HOMO in Ha: -0.373
Net charge: +1
Spin multiplicity: 1
Kohn-Sham gap in eV: 6.5

Cartesian coordinates (Å):
I -1.2594 -3.2015 0.7498
I 3.5968 -4.3725 4.0581
Y 0.1385 0.8965 0.5979
O 3.4957 -0.5188 -0.0020
O -0.6892 -0.3350 2.0754
N -0.3669 3.0310 1.6301
N 1.8037 1.4402 2.4042
C -4.6937 -1.4933 -3.6311
C 0.6832 0.0134 -3.7950
C 2.6421 -1.3617 -4.1514
C -1.1438 5.1191 3.2642
C 2.2516 -1.6906 3.7504
C -4.1252 -2.6164 -4.2147
C 0.5066 -0.4781 -2.5012
C 0.2011 -2.5624 2.0841
C 1.7239 -0.4222 -4.6035
C 2.4191 -0.2341 -0.1816
C -0.4791 0.1532 -1.5791
C -3.9197 -0.6675 -2.8326
C 1.8549 2.8948 2.6202
C 1.4055 0.6737 3.6246
C 0.1149 4.5521 3.3956
C 0.2385 -1.2235 2.4844
C 1.1586 -3.4587 2.5388
C -2.0129 4.6276 2.3045
C 1.2959 -0.7874 3.2987
C 2.4724 -1.8842 -2.8759
C 1.4452 -1.4312 -2.0536
C -1.8074 -0.0113 -1.7424
C -2.7868 -2.9061 -3.9878
C -2.0119 -2.0744 -3.1944
C -1.5835 3.5806 1.5138
C 0.4786 3.5124 2.5600
C -2.5666 -0.9316 -2.6140
C 2.1755 -3.0246 3.3806
H -5.7386 -1.2647 -3.7936
H 2.7350 1.1236 2.1477
H 2.4663 3.3354 1.8277
H 3.1787 -2.6138 -2.4967
H 3.0571 -1.3472 4.3878
H 0.4463 1.0675 3.9663
H 0.8120 4.9100 4.1407
H 2.1466 0.8401 4.4101
H -4.3695 0.2045 -2.3706
H 1.1112 -4.4939 2.2305
H 3.4584 -1.6888 -4.7798
H 2.3303 3.1498 3.5711
H -2.4747 0.6152 -1.1368
H 1.1247 -2.1041 -1.2551
H -0.0229 0.7412 -4.1776
H -3.0036 5.0358 2.1709
H -0.9783 -2.3318 -3.0163
H -4.7245 -3.2695 -4.8353
H -2.3426 -3.7899 -4.4269
H -1.4445 5.9329 3.9104
H -2.2363 3.1614 0.7554
H 1.8128 -0.0207 -5.6054

Mulliken atomic charge list, values in e, 6 entries: 0.2036 0.1396 1.2296 -0.1924 -0.8698 -0.2103

***

(Q)
Below is a structure of composition C28H22I2N2O2Y, with properties calculated with the ωB97M-V functional and the def2-TZVPD basis.

Summary:
HOMO in Ha: -0.384
Net charge: +1
Spin multiplicity: 1
Kohn-Sham gap in eV: 7.0

Cartesian coordinates (Å):
I 1.1774 -2.7185 3.9716
I -4.6527 -3.9630 4.7078
Y -0.3117 -0.6512 0.4612
O -2.8217 0.6597 2.8777
O 0.1226 -2.6111 0.9629
N -2.4677 -1.5312 -0.5808
N -0.1322 -0.8237 -1.9835
C 1.2881 -1.1499 -3.8794
C -0.7099 -3.0491 3.1680
C -1.0266 -1.7269 -3.9949
C 1.0711 -0.7613 -2.5736
C 4.3274 -0.0424 0.8346
C 0.6074 1.9594 2.7810
C -2.1720 -3.1465 1.2464
C 0.4038 1.5835 4.1131
C 0.7956 0.9116 1.7692
C 0.3106 4.2667 3.4310
C -1.1733 -1.2988 -2.6861
C 0.1068 3.8862 4.7497
C 3.7799 1.5554 2.5497
C -0.8818 -2.9535 1.7782
C -1.7811 -3.3411 3.9965
C 6.0801 1.1034 2.0043
C -3.2406 -3.4348 2.0880
C 0.1613 2.5411 5.0871
C 1.9416 0.3784 1.3261
C -2.5349 -1.2887 -2.0293
C 5.6777 0.1890 1.0430
C 5.1296 1.7813 2.7580
C 3.3668 0.6410 1.5765
C 0.2157 -1.6465 -4.6022
C -3.0471 -3.5341 3.4559
C -2.1634 0.1978 2.1013
C 0.5579 3.3131 2.4525
C -2.3722 -2.9835 -0.2328
H 2.2757 -1.0713 -4.3095
H 1.8503 -0.4594 0.5688
H 7.1336 1.2849 2.1700
H 0.4695 0.5361 4.3877
H 4.0144 -0.7706 0.0934
H 1.8854 -0.3763 -1.9703
H 0.7295 3.6212 1.4277
H 0.3450 -1.9718 -5.6256
H -1.6293 -3.4139 5.0646
H -4.2262 -3.5931 1.6665
H -1.8816 -2.1161 -4.5308
H 0.0121 2.2306 6.1135
H -1.5167 -3.3902 -0.7752
H 0.2808 5.3142 3.1605
H -3.1818 -2.0146 -2.5298
H 6.4155 -0.3469 0.4609
H -0.0889 4.6333 5.5069
H 5.4437 2.4899 3.5127
H -3.3281 -1.1870 -0.1659
H -2.9773 -0.3020 -2.1888
H -3.2715 -3.5037 -0.5717
H 3.0448 2.0827 3.1401

Mulliken atomic charge list, values in e, 6 entries: 0.1394 0.1386 0.7538 -0.1297 -0.8529 -0.1886

***

In terms of stability, (Q) leads; the second structure lies 0.788 eV higher.

***

(P)
Below is a structure of composition C6H12N3O, with properties calculated with the ωB97M-V functional and the def2-TZVPD basis.

Summary:
HOMO in Ha: -0.553
Net charge: +1
Spin multiplicity: 1
Kohn-Sham gap in eV: 10.9

Cartesian coordinates (Å):
O 0.4945 1.3922 -2.0090
N -0.6628 1.2741 -1.3910
N -2.7131 1.5560 -0.8060
N -0.7104 0.8164 -0.1702
C 0.3019 0.2840 0.6811
C -2.0474 0.9323 0.1051
C 1.5951 1.2045 0.6117
C 0.4745 -1.2260 0.3594
C -0.8454 -1.9502 0.3690
C -1.8911 1.7180 -1.7766
H -0.7393 -2.9061 -0.0041
H 2.2568 0.9126 1.4531
H -1.4330 -2.0987 1.2798
H 1.4227 2.2847 0.5902
H -0.2256 0.5070 1.6279
H -1.5287 -1.4406 -0.2650
H 1.9888 1.0099 -0.2917
H 1.2878 -1.6743 1.0917
H -2.3334 0.6720 1.0437
H -2.2331 2.3108 -2.6372
H 0.9628 -1.3738 -0.5902
H 0.7827 2.3900 -2.2808

Mulliken atomic charge list, values in e, 6 entries: -0.5020 0.2205 -0.4618 0.2152 0.2982 -0.0804

***

(Q)
Below is a cluster of 2 separate species, C6H12N3O in total, with properties calculated with the ωB97M-V functional and the def2-TZVPD basis.

Summary:
HOMO in Ha: -0.410
Net charge: +1
Spin multiplicity: 1
Kohn-Sham gap in eV: 7.7

Cartesian coordinates (Å):
O 0.7233 1.2190 -3.2309
N 0.2369 -2.3505 -0.3603
N 1.9980 1.3314 -2.6663
N -0.0173 1.0915 0.7119
C -0.1815 2.2638 0.0990
C -0.2512 1.7369 -2.2864
C 0.3289 -1.0750 2.1432
C 0.2670 0.1569 1.3905
C 0.5843 2.2400 -1.1757
C 1.9029 1.9264 -1.4418
H 2.6267 1.4378 -3.5028
H 0.2940 -3.4185 -0.4346
H 0.9820 -1.9971 -0.9649
H -0.8167 2.5159 -2.7690
H -0.6392 -2.1398 -0.7666
H 2.9374 2.0956 -0.9903
H -0.7692 0.7684 -2.1011
H 0.3590 2.9468 0.8850
H -1.2104 2.5997 0.0556
H 0.2186 -1.9302 1.4066
H -0.4132 -0.7995 2.9238
H 1.2518 -1.3749 2.5822

Mulliken atomic charge list, values in e, 6 entries: -0.3285 -0.8423 -0.0870 0.0789 -0.7145 -0.3453

***

In terms of stability, (P) leads; the second structure lies 1.322 eV higher.

***

(P)
Below is an isolated molecule of C7H10S, with properties calculated with the ωB97M-V functional and the def2-TZVPD basis.

Summary:
HOMO (spin up / spin down) in Ha: -0.259 / -0.305
Spin multiplicity: 1
Kohn-Sham gap (spin up / spin down) in eV: 7.0 / 8.6

Cartesian coordinates (Å):
S -1.0301 -0.1968 -2.1524
C 0.1867 0.2931 0.3203
C 0.4709 -0.0791 -1.2340
C -0.8090 2.3952 -0.4896
C -1.8957 -1.4617 -1.4428
C 1.3111 -0.0387 1.2264
C 1.3238 -1.1430 1.9860
C -0.2412 1.7689 0.4705
H 2.0669 0.7422 1.3198
H 0.2817 2.2290 1.4164
H 0.7386 -1.1610 -1.3354
H -2.8952 -1.5623 -1.5954
H 2.2384 -1.3879 2.5747
H -1.1177 3.4155 -0.7561
H -1.4687 -2.1490 -0.8855
H -0.6569 -0.3407 0.4572
H 0.4024 -1.8224 1.9069
H 1.0941 0.4986 -1.7870

Mulliken atomic charge list, values in e, 6 entries: 0.0068 0.4987 -0.8589 -0.7460 -0.9798 -0.4394

***

(Q)
Below is an isolated molecule of C7H10S, with properties calculated with the ωB97M-V functional and the def2-TZVPD basis.

Summary:
HOMO in Ha: -0.316
SMILES: C=C1CS[C@@]2(C)C[C@H]12
Spin multiplicity: 1
Kohn-Sham gap in eV: 9.5

Cartesian coordinates (Å):
S 2.1315 0.3582 0.0936
C 1.2722 -0.6938 -1.2341
C 0.4482 0.7422 0.7482
C -0.1912 -0.2626 1.7216
C -0.4681 1.8454 0.6049
C -0.1920 -0.4592 -1.0220
C -0.3734 0.9535 -0.5299
C -1.0972 -1.4482 -1.1280
H 1.6353 -0.3537 -2.2364
H -1.1490 2.0037 1.5106
H -2.1013 -1.1530 -0.8518
H 1.6224 -1.8052 -1.1617
H -0.7034 -2.5016 -1.4298
H 0.0647 2.8562 0.3260
H 0.1276 -0.1462 2.6935
H 0.1059 -1.2170 1.3479
H 0.1416 1.5881 -1.2249
H -1.2737 -0.3069 1.7723

Mulliken atomic charge list, values in e, 6 entries: -0.1603 -0.7544 0.8264 -1.6864 -0.4093 0.2830

***

(R)
Below is an isolated molecule of C7H10S, with properties calculated with the ωB97M-V functional and the def2-TZVPD basis.

Summary:
HOMO in Ha: -0.314
SMILES: C=C[C@@H]1SC[C@H]2C[C@@H]21
Spin multiplicity: 1
Kohn-Sham gap in eV: 9.3

Cartesian coordinates (Å):
S 1.3517 0.6904 -0.5550
C -0.8320 -0.5142 -0.5722
C 0.0964 1.1630 -1.6149
C -1.1398 0.8715 -0.7607
C 0.8667 -1.5094 2.7891
C -2.2748 -0.1429 -0.8664
C 0.1482 -0.6957 1.9520
C 0.3055 -0.7042 0.3823
H -1.2879 1.5667 0.1772
H -3.3034 -0.0437 -0.2264
H -2.6090 -0.5912 -1.7995
H -0.5409 -0.9284 -1.5272
H -0.6875 0.0179 2.1408
H 0.1408 2.2741 -1.7577
H 1.5770 -2.2040 2.4366
H 1.1652 -1.3005 3.9266
H -0.1259 0.8356 -2.6612
H 1.0237 -1.4817 0.3160

Mulliken atomic charge list, values in e, 6 entries: -0.1784 -0.1592 -0.6316 0.0055 -0.8070 -0.7073

***

In terms of stability, (Q) leads; the second structure lies 1.156 eV higher.

***

(P)
Below is an isolated molecule of CH5BOS, with properties calculated with the ωB97M-V functional and the def2-TZVPD basis.

Summary:
HOMO in Ha: -0.321
SMILES: OBCS
Spin multiplicity: 1
Kohn-Sham gap in eV: 9.2

Cartesian coordinates (Å):
S 0.0688 1.5898 1.0384
O -1.4523 -0.0835 -0.9351
C 0.5751 -0.0787 0.4213
B -0.5423 -0.8918 -0.2914
H 1.1725 0.2121 -0.4219
H 1.2382 -0.4055 1.2092
H -0.3591 -2.0794 -0.5443
H 1.3487 2.0527 1.1862
H -2.0498 -0.3157 -1.6624

Mulliken atomic charge list, values in e, 6 entries: -0.1969 -0.5402 -0.5058 0.2965 0.2432 0.3617

***

(Q)
Below is an isolated molecule of CH5BOS, with properties calculated with the ωB97M-V functional and the def2-TZVPD basis.

Summary:
HOMO in Ha: -0.365
SMILES: CB(O)S
Spin multiplicity: 1
Kohn-Sham gap in eV: 10.3

Cartesian coordinates (Å):
S 0.4301 0.4875 2.4209
O -1.6143 0.8435 0.5504
C 0.1509 -0.2349 -0.8864
B -0.2922 0.4107 0.6427
H 1.0254 0.1908 -1.1648
H 1.7000 0.5479 2.0169
H -0.7202 0.0082 -1.4060
H -1.9163 0.8036 1.3934
H 0.3484 -1.2378 -0.7326

Mulliken atomic charge list, values in e, 6 entries: -0.3538 -0.4535 -0.9618 0.5242 0.3370 0.1146

***

In terms of stability, (Q) leads; the second structure lies 0.627 eV higher.

***

(P)
Below is a cluster of 2 separate species, CH2O3S in total, with properties calculated with the ωB97M-V functional and the def2-TZVPD basis.

Summary:
HOMO (spin up / spin down) in Ha: -0.350 / -0.350
SMILES: C1OO1.O=S
Spin multiplicity: 1
Kohn-Sham gap (spin up / spin down) in eV: 7.8 / 7.8

Cartesian coordinates (Å):
S -2.0005 -2.4419 -1.2229
O 1.2500 0.4955 1.4859
O -0.9435 -1.5039 -1.6290
O -0.1518 0.5271 1.4324
C 0.5996 0.8591 0.3465
H 0.6082 0.1506 -0.4832
H 0.6379 1.9135 0.0702

Mulliken atomic charge list, values in e, 6 entries: 0.2740 -0.2632 -0.2823 -0.2463 0.1905 0.1346

***

(Q)
Below is an isolated molecule of CH2O3S, with properties calculated with the ωB97M-V functional and the def2-TZVPD basis.

Summary:
HOMO in Ha: -0.356
Spin multiplicity: 1
Kohn-Sham gap in eV: 9.4

Cartesian coordinates (Å):
S -0.1820 -0.0336 1.0884
O -0.1568 1.3373 -0.0447
O -1.3731 -1.4713 -1.1190
O 1.2118 -0.2449 1.4571
C -0.4221 -1.0062 -0.5970
H 0.5335 -0.6395 -1.0741
H 0.3888 2.0582 0.2894

Mulliken atomic charge list, values in e, 6 entries: 0.5643 -0.5294 -0.3506 -0.4968 0.2166 0.2641

***

(R)
Below is a structure of composition CH2O3S, with properties calculated with the ωB97M-V functional and the def2-TZVPD basis.

Summary:
HOMO in Ha: -0.390
Spin multiplicity: 1
Kohn-Sham gap in eV: 10.6

Cartesian coordinates (Å):
S 0.5583 2.4737 -0.0788
O -0.4390 -0.1730 1.0660
O 0.5777 3.3439 -1.2313
O 1.3428 0.9505 -0.2938
C 0.0691 0.6821 -0.4489
H -0.2114 0.2286 -1.3852
H -0.1550 -0.9651 0.7885

Mulliken atomic charge list, values in e, 6 entries: 0.4912 -0.5495 -0.4471 -0.2536 0.1731 0.3303

***

In terms of stability, (Q) leads; the second structure lies 1.878 eV higher.